[1]
Entry from the Open Molecules 2025 dataset: 3 unconnected molecules or ions with the total composition C15H19F2O4P at a distorted geometry (ωB97M-V/def2-TZVPD).

Values from the calculation:
Largest force on an atom, Eh/bohr: 0.122
LUMO level, eV: 0.03
Calculated total energy, a.u.: -1425.01385
Relative energy (zero: lowest compared OMol25 entry of this formula, charge and spin), kJ/mol: 362.97
Multiplicity: 1
Charge: 0

Element x y z (Å)
C 1.88 -1.62 -4.67
C 0.92 -2.83 -4.12
C 1.21 -3.28 -2.57
O 2.61 -3.16 -2.15
P 2.79 -2.27 -0.66
O 1.69 -2.63 0.45
O 4.34 -2.67 0.09
O 2.84 -0.56 -1.05
H 1.16 -0.79 -5.13
H 2.58 -1.13 -3.87
H 2.54 -2.02 -5.58
H 0.94 -3.75 -4.85
H -0.20 -2.41 -4.14
H 0.92 -4.43 -2.42
H 0.53 -2.60 -1.89
H 4.91 -2.91 -0.69
H 2.09 -0.12 -0.54
F -2.19 -0.42 -0.85
C -2.05 -0.52 0.48
C -0.84 -0.95 1.01
C -0.69 -1.05 2.39
C -1.76 -0.72 3.23
C -2.97 -0.29 2.69
C -3.12 -0.18 1.31
H -0.03 -1.21 0.34
H 0.25 -1.38 2.82
H -1.65 -0.80 4.31
H -3.81 -0.04 3.35
H -4.05 0.16 0.87
F 0.26 1.59 0.98
C -0.32 2.73 1.40
C -1.56 2.68 2.01
C -2.16 3.86 2.45
C -1.51 5.08 2.26
C -0.26 5.12 1.64
C 0.34 3.94 1.21
H -2.05 1.72 2.14
H -3.13 3.83 2.94
H -1.98 6.00 2.60
H 0.24 6.07 1.49
H 1.31 3.95 0.73

---

[2]
Entry from the Open Molecules 2025 dataset: a single C5H8N2 molecule at a distorted geometry (ωB97M-V/def2-TZVPD).

Values from the calculation:
Largest force on an atom, Eh/bohr: 0.021
LUMO level, eV: 0.93
Calculated total energy, a.u.: -304.78561
Relative energy (zero: lowest compared OMol25 entry of this formula, charge and spin), kJ/mol: 130.98
Multiplicity: 1
Charge: 0

Element x y z (Å)
C -0.88 1.29 -0.45
C -0.19 0.44 0.61
C -0.76 -0.98 0.80
N 0.54 -1.58 0.44
C 1.14 -0.25 0.20
C 1.60 0.02 -1.17
N 1.97 0.25 -2.24
H -1.13 0.68 -1.33
H -1.81 1.71 -0.06
H -0.24 2.11 -0.79
H -0.08 1.01 1.54
H -1.59 -1.22 0.12
H -1.07 -1.24 1.82
H 0.52 -2.18 -0.37
H 1.98 -0.06 0.88

---

[3]
Entry from the Open Molecules 2025 dataset: a gas-phase ion, CH6NOS (charge +1) at a distorted geometry (ωB97M-V/def2-TZVPD).

Values from the calculation:
Largest force on an atom, Eh/bohr: 0.090
LUMO level, eV: -3.99
Calculated total energy, a.u.: -569.56994
Relative energy (zero: lowest compared OMol25 entry of this formula, charge and spin), kJ/mol: 107.52
Multiplicity: 1
Charge: +1

Element x y z (Å)
N 0.14 1.16 -0.47
C 0.01 -0.18 0.31
O -1.43 -0.52 -0.02
S 1.14 -1.52 -0.24
H 0.90 1.68 0.01
H -0.74 1.68 -0.30
H 0.25 1.22 -1.56
H -0.17 0.03 1.44
H -1.57 -1.49 0.02
H 1.48 -2.06 0.82

---

[4]
Entry from the Open Molecules 2025 dataset: 8 unconnected molecules or ions with the total composition C18H52N2O8 at a distorted geometry (ωB97M-V/def2-TZVPD).

Values from the calculation:
Largest force on an atom, Eh/bohr: 0.192
LUMO level, eV: 0.22
Calculated total energy, a.u.: -1428.19059
Relative energy (zero: lowest compared OMol25 entry of this formula, charge and spin), kJ/mol: 673.02
Multiplicity: 1
Charge: 0

Element x y z (Å)
N 1.64 -1.94 2.83
C 1.43 -3.21 2.61
N 1.39 -3.97 3.68
O 1.31 -3.69 1.30
H 1.59 -1.40 1.95
H 2.16 -1.43 3.54
H 1.37 -4.96 3.49
H 1.37 -3.68 4.63
C -2.29 -3.72 1.56
C -2.37 -2.43 0.74
C -2.02 -1.22 1.55
O -1.61 -2.41 -0.28
H -2.97 -3.61 2.36
H -1.35 -3.88 2.11
H -2.56 -4.60 1.02
H -3.41 -2.27 0.52
H -1.93 -0.28 1.07
H -1.08 -1.40 2.05
H -2.76 -1.11 2.35
H -0.71 -2.76 -0.13
C 1.84 2.36 3.32
C 0.37 2.15 3.51
C -0.11 3.38 4.28
O -0.34 2.10 2.48
H 2.08 1.38 2.75
H 2.40 2.36 4.25
H 2.03 3.27 2.61
H 0.21 1.25 4.11
H 0.35 3.46 5.23
H -1.21 3.35 4.44
H 0.12 4.27 3.70
H -0.51 2.97 2.12
C -2.46 1.37 -2.07
C -1.21 1.24 -2.85
C -0.92 -0.21 -3.30
O -1.03 1.97 -3.86
H -3.23 0.96 -2.78
H -2.63 2.41 -1.97
H -2.35 0.66 -1.20
H -0.39 1.46 -2.17
H -1.74 -0.55 -3.98
H -0.94 -0.88 -2.39
H 0.01 -0.23 -3.77
H -0.59 2.82 -3.60
C 1.68 1.42 -0.21
C 0.83 0.23 0.02
C 1.36 -1.01 -0.66
O 0.76 0.01 1.29
H 2.45 1.34 0.55
H 1.21 2.35 -0.14
H 2.25 1.37 -1.14
H -0.11 0.29 -0.42
H 0.81 -1.91 -0.76
H 2.37 -1.25 -0.31
H 1.44 -0.83 -1.79
H 0.25 0.72 1.64
C -0.81 -3.52 -3.32
C -0.92 -4.81 -2.59
C 0.36 -4.96 -1.70
O -1.96 -4.90 -1.90
H -1.76 -3.29 -3.79
H -0.01 -3.46 -4.10
H -0.64 -2.76 -2.51
H -0.93 -5.63 -3.27
H 1.26 -4.92 -2.28
H 0.47 -5.94 -1.20
H 0.41 -4.13 -0.97
H -1.86 -4.18 -1.34
C 0.87 4.46 -3.65
O 0.40 4.07 -2.40
H 0.21 4.33 -4.51
H 1.62 3.78 -3.97
H 1.34 5.40 -3.68
H 1.12 4.34 -1.80
C 1.59 5.56 0.83
O 1.44 5.73 -0.55
H 0.75 6.00 1.37
H 2.52 5.86 1.26
H 1.51 4.45 0.94
H 0.75 6.40 -0.77